(1)
Formula: C37H62ClN5O6
Source: OMol25
Level of theory: ωB97M-V/def2-TZVPD

XYZ file:
```
111
Properties=species:S:1:pos:R:3:forces:R:3:lowdin_charge:R:1
H 3.484 1.640 0.946 -0.03 -0.04 0.24 0.089
H 2.770 -3.768 -5.281 -0.30 -0.20 -0.05 0.083
H -7.548 3.456 5.507 0.00 0.02 0.00 0.073
H -8.989 6.993 4.845 -0.04 -0.02 -0.02 0.089
H 3.309 3.662 -4.865 0.11 0.15 0.01 0.102
H 4.287 -1.518 -0.215 0.04 -0.06 -0.03 0.071
H -1.581 -2.553 -0.745 0.04 -0.14 -0.03 0.109
N 0.000 -6.873 -3.280 -0.13 -0.09 0.10 0.092
H 5.166 0.581 -0.334 0.06 -0.22 0.03 0.057
N 3.199 -0.334 -3.578 -0.17 -0.11 0.26 0.209
H 4.440 -1.037 1.482 -0.01 -0.03 0.02 0.094
H -5.142 4.952 1.697 0.04 -0.01 -0.01 0.091
N 5.659 -3.479 -6.969 -0.43 -0.17 0.08 -0.011
H 4.689 -1.719 -5.624 0.30 0.24 0.05 0.095
H 4.549 2.570 -3.125 0.29 0.04 0.03 0.096
C 5.263 -3.769 -5.582 0.65 0.55 0.06 -0.285
H -9.415 6.160 7.241 -0.03 -0.05 -0.01 0.126
H 4.069 -2.727 1.070 -0.01 -0.03 -0.06 0.089
C 4.634 -1.845 0.764 -0.05 0.16 0.12 -0.117
H -8.077 1.553 1.509 0.01 0.01 -0.04 0.090
H 0.653 -4.103 -1.031 -0.07 -0.18 0.02 0.099
H 2.092 2.967 -3.784 -0.02 0.37 0.18 0.107
C 2.802 1.025 -1.654 0.03 0.78 0.28 -0.211
C 2.397 -2.592 -3.521 -0.10 -0.62 -0.19 -0.113
C -8.565 5.988 4.948 0.03 0.10 0.02 -0.108
C 1.352 -2.134 -0.957 -0.01 -0.04 0.44 -0.153
H 6.476 -2.886 -6.955 0.08 0.05 -0.15 0.063
O 6.022 -2.107 0.677 -0.06 -0.06 -0.05 -0.185
H -5.849 4.299 3.188 -0.02 -0.03 0.00 0.072
H 7.217 -4.538 0.400 0.00 0.06 -0.02 0.127
C -7.514 2.384 1.947 -0.07 -0.04 0.05 -0.101
C -5.755 1.271 3.086 -0.11 -0.03 0.13 -0.193
H 0.337 0.694 1.246 0.10 0.16 0.06 0.103
H 1.981 2.598 -0.562 -0.10 0.18 0.09 0.119
H -4.499 2.607 4.226 -0.07 0.00 0.01 0.127
H 2.431 -5.396 -3.828 0.22 -0.07 0.07 0.122
C 3.970 1.911 -3.760 -0.77 0.15 -0.04 -0.126
C 3.946 2.252 0.181 0.05 -0.16 -0.09 -0.732
H 4.875 -2.336 -3.984 0.27 0.02 0.11 0.096
N 2.262 1.987 -5.592 0.16 0.51 0.18 0.007
H 5.885 -2.866 2.599 -0.03 -0.04 0.00 0.128
C -0.491 -1.010 0.274 -0.07 -0.29 0.02 -0.220
H 7.513 -2.655 1.943 0.00 -0.01 0.01 0.126
H 0.926 -4.778 -4.439 -0.03 -0.07 -0.24 0.122
C 1.486 -4.951 -3.522 -0.28 0.39 0.20 -0.126
H -7.859 6.288 8.071 -0.02 0.00 0.01 0.124
C 4.946 -4.861 -0.464 0.01 -0.08 0.03 -0.105
H 2.807 1.175 -5.837 -0.06 -0.17 -0.03 0.051
H -7.467 3.880 7.875 0.04 0.03 -0.03 0.126
H -5.729 0.725 2.137 0.05 0.03 -0.03 0.124
H 2.476 -2.072 -5.565 -0.01 0.04 -0.13 0.117
C 1.198 -3.349 -1.572 0.19 0.58 -0.09 0.013
C 2.886 2.734 -4.489 -0.12 -0.65 -0.28 -0.254
C -1.611 -1.541 -0.367 -0.05 0.36 0.08 -0.037
C 2.974 -2.777 -4.902 0.50 0.31 0.07 -0.125
C -8.476 4.279 7.722 -0.16 -0.10 0.02 -0.209
H 5.289 -3.930 -0.918 0.01 0.02 0.01 0.082
O -6.964 2.005 3.197 0.12 0.11 -0.08 -0.212
H -3.600 -1.224 -1.056 -0.21 0.07 -0.03 0.099
C -8.355 2.814 5.862 -0.06 -0.04 0.04 -0.113
C -8.408 5.735 7.303 0.14 0.10 -0.01 -0.206
C 2.045 -1.090 -1.618 -0.43 -0.35 0.75 -0.153
H 3.862 -4.918 -0.568 0.00 -0.03 0.02 0.082
H 4.655 -4.666 -5.556 -0.12 -0.18 -0.07 0.098
H -7.960 5.770 4.068 0.02 0.03 0.01 0.079
C 6.495 -2.971 1.696 0.11 0.05 -0.08 -0.201
H -8.969 2.532 5.009 -0.02 -0.04 0.03 0.085
H -9.377 5.262 5.005 0.01 -0.03 0.02 0.085
H 0.012 -6.755 -4.294 -0.08 -0.07 -0.10 0.046
C 1.711 -3.602 -2.867 0.28 0.26 0.20 -0.141
C -2.761 -0.781 -0.543 0.54 -0.12 0.13 -0.079
H -3.641 1.496 3.150 0.00 -0.01 0.02 0.120
C 5.285 1.650 -0.198 -0.33 0.15 -0.05 -0.102
C 6.534 -4.419 1.248 -0.08 -0.15 0.09 -0.202
H -8.195 3.217 2.123 -0.03 -0.03 0.03 0.087
C -2.790 0.526 -0.074 -0.04 -0.16 -0.08 -0.095
C 2.555 -1.327 -2.896 0.03 0.06 -0.27 -0.142
C 0.749 -1.875 0.409 -0.24 0.08 -0.65 -0.092
H 1.473 -1.396 1.058 0.11 0.03 0.17 0.107
H 6.150 -3.954 -4.970 0.04 -0.25 0.14 0.099
N 2.186 0.109 -0.964 0.25 -0.57 -1.02 0.228
C 3.310 0.817 -2.975 0.35 -0.27 -0.26 -0.208
C 0.708 -5.979 -2.738 0.06 -0.15 -0.41 -0.245
H 5.896 -4.326 -7.465 0.12 -0.03 -0.02 0.057
H 5.399 -5.707 -0.993 0.01 0.02 -0.03 0.090
H -3.678 1.119 -0.226 -0.08 0.20 0.08 0.097
O -7.716 5.928 6.081 -0.04 -0.16 -0.01 -0.191
H 5.641 2.053 -1.141 0.24 0.24 -0.01 0.077
H -9.006 4.221 8.678 0.03 0.02 0.02 0.125
H -7.925 1.908 6.303 0.04 0.00 -0.03 0.092
O 5.250 -4.924 0.920 -0.01 0.16 -0.05 -0.188
H -6.745 2.706 1.242 0.03 0.01 0.01 0.083
C -4.522 2.139 3.236 0.18 -0.01 -0.12 -0.201
H 6.917 -5.026 2.073 0.02 0.00 -0.01 0.126
O -4.414 3.126 2.223 -0.19 -0.04 -0.01 -0.201
H 3.221 3.155 -1.653 0.23 0.12 -0.10 0.097
C -1.681 1.055 0.572 -0.02 0.05 -0.01 -0.083
H -4.189 4.939 3.197 -0.04 0.02 0.03 0.091
H 4.596 1.433 -4.504 0.34 0.05 -0.08 0.116
C -4.930 4.391 2.607 0.12 0.02 0.00 -0.102
Cl 4.167 3.872 0.917 -0.01 0.13 0.02 0.607
H 0.768 -6.010 -1.658 0.18 0.05 0.21 0.096
C -0.533 0.294 0.751 -0.26 -0.27 -0.17 -0.047
H 5.995 1.832 0.598 0.27 -0.05 0.00 0.075
H 1.332 1.697 -5.337 -0.05 -0.24 -0.07 0.060
H 0.464 -2.841 0.813 0.02 -0.11 0.31 0.118
H -5.754 0.533 3.894 0.02 -0.02 -0.02 0.128
C 4.523 -2.573 -4.981 -1.01 -0.25 -0.13 -0.176
H -1.710 2.073 0.928 -0.05 0.15 0.08 0.100
O -9.190 3.473 6.802 0.08 0.13 -0.07 -0.188
C 2.960 2.358 -0.970 -0.42 -0.20 0.16 -0.179
```
Forces are in eV/Å.

The value obtained for the HOMO energy is -0.3172 Ha. As for the molar mass: 708.4 g/mol. For the LUMO energy, the calculation gives -0.01408 Eh. For the max |F|, the calculation gives 0.0232 hartree/bohr. As for the SMILES: [H]/N=C\Cc1cc(Cc2ccccc2)c2nc(C[C@@H](C)Cl)c(CCN)nc2c1CCCN.COCCOC.COCCOC.COCCOC.

***

(2)
Formula: C37H63ClN3O13PS
Source: OMol25
Level of theory: ωB97M-V/def2-TZVPD

XYZ file:
```
119
Properties=species:S:1:pos:R:3:forces:R:3:lowdin_charge:R:1
H 4.812 -8.767 1.506 0.13 0.03 0.10 0.088
C -0.258 0.185 -0.314 -1.27 -0.36 -1.04 -0.126
H 1.515 10.390 8.386 0.00 -0.14 -0.09 0.081
N -2.475 1.521 1.462 -4.58 1.87 -2.18 0.108
C 1.603 9.507 7.747 -0.09 0.36 0.29 -0.032
C -1.610 -0.602 0.147 -1.38 0.35 1.40 -0.062
C 5.040 -7.750 1.178 -0.08 0.01 -0.40 -0.022
H 0.054 -0.709 -7.150 0.01 0.16 0.04 0.083
H 9.515 -5.391 -0.102 0.11 0.18 0.07 0.088
H -0.563 -4.475 0.233 1.26 0.46 -1.16 0.102
C 3.401 -2.399 -4.753 -0.42 0.06 0.05 -0.017
C -6.208 1.947 -3.951 0.45 0.02 0.00 -0.021
H -2.626 6.049 1.088 -0.19 0.15 -0.05 0.074
H -3.871 -5.037 0.240 0.66 1.05 -1.35 0.111
H 0.571 -4.798 -1.268 -0.59 1.23 1.33 0.130
H 4.066 -1.577 -5.025 0.07 -0.15 -0.10 0.090
C -7.629 -0.089 -4.624 0.17 -0.39 -0.12 -0.020
H -1.856 1.942 -1.482 1.18 0.08 -0.77 0.084
H 3.326 -5.959 3.628 0.09 -0.11 -0.07 0.084
H 0.390 0.340 -2.544 -1.20 1.00 0.98 0.122
H -1.422 8.394 1.614 -0.20 0.08 -0.06 0.085
O -0.179 6.725 -0.656 -0.64 0.24 0.36 0.063
N -5.160 -0.297 2.134 2.34 -2.31 -2.16 -0.280
H -1.983 2.390 6.242 -0.22 0.00 -0.06 0.088
H -0.300 8.998 0.378 -0.14 -0.11 0.01 0.083
H -0.620 0.327 -5.876 -0.12 0.18 -0.11 0.082
H 0.658 -0.512 -0.303 -1.56 1.15 0.47 0.078
H 8.134 -3.085 1.690 0.05 0.03 -0.22 0.089
H 3.731 -3.326 -5.229 0.18 0.12 -0.02 0.090
H -8.168 0.469 -5.393 -0.10 0.07 0.18 0.087
O -5.250 -0.130 -4.607 -0.41 0.23 0.23 0.043
C -0.056 0.324 -6.811 0.14 -0.39 -0.11 -0.022
O 2.348 -2.444 -2.622 0.56 -0.02 -0.27 0.043
C -1.249 8.481 0.539 0.36 0.14 -0.08 -0.026
H 2.359 -3.167 -0.256 -1.85 -0.13 1.08 0.068
C -6.267 0.515 -4.413 0.54 -0.41 -0.11 -0.496
C 0.442 8.584 8.009 -0.60 0.03 0.53 -0.501
H 2.410 2.653 -6.001 -0.15 -0.07 -0.03 0.084
H 4.519 -2.990 -1.503 0.02 0.00 -0.15 0.073
H -2.048 9.061 0.073 -0.09 -0.04 0.20 0.085
H -1.120 -3.329 -2.173 1.00 0.96 1.43 0.102
H -1.619 4.831 3.325 -0.03 -0.10 0.11 0.077
C 1.306 0.924 -6.590 0.72 -0.39 -0.13 -0.500
O -4.990 -2.559 -2.164 2.35 -2.03 -1.43 -0.209
C -4.197 -2.210 0.876 -0.05 1.18 0.53 -0.222
H -0.591 0.888 -7.578 -0.12 0.06 0.19 0.087
O -1.016 1.939 -2.014 -0.23 -1.17 0.62 -0.117
H -7.518 -1.125 -4.956 0.00 0.16 0.07 0.087
C -2.402 6.236 0.035 0.12 -0.35 -0.19 -0.024
H 3.794 -7.669 3.735 0.21 0.00 0.04 0.087
O 7.414 -6.058 2.050 0.51 0.63 -0.23 0.039
C 4.066 -6.699 3.312 -0.31 0.33 0.05 -0.014
C -3.512 2.287 1.173 -3.30 -0.64 1.28 -0.165
H -2.953 -3.272 -3.577 -0.01 -1.27 -0.16 0.064
H -0.108 1.158 0.280 -0.14 -1.68 -0.86 0.120
S -6.300 -1.605 2.198 4.47 0.49 -2.02 0.915
H -0.503 6.738 7.512 0.21 0.14 -0.09 0.068
C -3.995 -0.696 1.375 -2.16 -1.58 0.38 -0.180
H 1.595 9.828 6.703 0.18 -0.14 0.00 0.083
C 9.467 -5.500 0.984 0.00 -0.43 0.15 -0.019
H -2.210 5.279 -0.457 0.02 0.15 0.05 0.077
C 1.366 2.353 -6.118 0.41 0.01 0.03 -0.020
N -5.447 -2.794 1.303 3.28 3.24 -0.51 -0.270
H -4.710 -2.124 -3.024 -0.70 -0.41 1.28 0.060
C -3.319 -4.393 -0.528 0.65 2.03 -0.44 -0.163
H 6.500 -3.774 1.601 0.14 -0.03 -0.06 0.085
C -0.522 0.575 -1.890 -1.12 -1.07 0.55 -0.237
C -2.113 4.098 3.968 0.20 0.31 -0.18 -0.027
C -3.051 -2.871 0.000 1.96 1.22 -0.11 -0.103
H 4.940 -7.702 0.091 -0.05 -0.01 0.15 0.085
H -8.189 -0.081 -3.687 -0.09 0.15 -0.11 0.090
H -2.320 -4.857 -0.861 -1.67 0.59 0.64 0.077
O 3.340 -6.087 1.131 0.42 -0.36 0.32 0.034
O -0.923 5.229 5.690 -0.53 -0.69 -0.30 0.051
H 10.173 -4.821 1.465 -0.01 0.08 -0.21 0.088
H -1.888 3.710 7.427 -0.05 -0.02 -0.16 0.084
O -3.233 -4.222 -3.471 -1.47 1.82 2.35 -0.203
C 8.070 -5.212 1.466 -0.37 -0.48 0.36 -0.478
C 4.684 -2.897 -2.580 -0.17 -0.02 0.44 -0.017
H -3.194 4.221 3.873 -0.01 -0.23 -0.02 0.089
H 2.394 -2.165 -5.104 0.19 0.00 0.03 0.078
H -5.164 2.249 -3.841 -0.15 -0.06 -0.03 0.081
P -4.337 -4.170 -2.146 -3.30 -1.12 -0.66 0.669
H 5.071 -3.846 -2.957 0.12 0.14 -0.09 0.090
H -6.684 2.596 -4.690 -0.15 0.00 0.16 0.087
H 1.878 -4.499 0.918 -0.78 1.79 -0.87 0.050
H -6.705 2.046 -2.984 -0.15 0.08 -0.13 0.088
H 0.864 2.446 -5.152 -0.16 0.11 -0.13 0.084
H 7.476 -3.656 0.123 0.17 0.13 0.06 0.084
C -1.697 4.334 5.396 0.53 0.60 0.19 -0.480
C 3.382 -2.569 -3.259 -0.61 0.08 0.18 -0.476
H 1.269 6.697 7.430 0.04 0.04 -0.23 0.090
C -0.561 -2.816 -1.289 -1.19 -0.44 0.11 -0.153
C 1.473 -3.554 0.379 0.39 -1.89 -0.30 -0.520
C -1.181 7.111 -0.081 0.82 -0.29 -0.45 -0.502
H -3.252 6.717 -0.454 -0.07 0.01 0.22 0.088
H 0.169 -2.063 -1.749 -1.14 -1.16 0.88 0.081
C 4.079 -6.781 1.810 -0.31 0.32 -0.40 -0.482
H 9.735 -6.527 1.245 -0.06 0.16 -0.03 0.086
C 0.384 7.302 7.221 -0.35 0.11 0.37 -0.043
C -2.275 3.423 6.446 0.20 0.17 0.33 -0.018
O -5.504 -5.162 -2.261 3.52 2.34 0.18 -0.343
O 2.323 0.279 -6.785 -0.58 0.32 0.16 0.046
H -1.815 3.097 3.650 -0.21 -0.03 0.02 0.073
H 0.894 3.007 -6.854 -0.16 0.00 0.17 0.087
Cl 1.016 -2.377 1.748 0.36 -0.77 -1.17 0.498
C -1.723 -2.110 -0.396 -4.13 0.25 2.46 -0.059
C 7.514 -3.839 1.199 -0.40 -0.09 0.21 -0.014
H -1.382 -0.116 -2.268 1.59 0.92 0.51 0.119
H 5.407 -2.097 -2.755 0.07 -0.15 -0.14 0.089
H 6.064 -7.484 1.449 -0.23 -0.25 0.12 0.051
C -2.687 0.118 1.009 0.96 -3.69 -2.11 -0.120
H 5.048 -6.389 3.676 0.02 -0.23 -0.01 0.081
O -4.622 2.882 1.085 7.47 -3.13 0.33 0.088
C 0.200 -4.019 -0.497 0.24 1.02 0.38 -0.221
H 2.542 8.999 7.980 0.01 0.00 -0.23 0.083
H 0.322 7.525 6.154 0.18 -0.14 0.03 0.083
O -0.417 8.863 8.828 0.52 -0.09 -0.46 0.055
H -3.363 3.514 6.458 0.03 -0.20 -0.10 0.088
```
Forces are in eV/Å.

The value obtained for the HOMO energy is -0.3066 Ha. As for the molar mass: 856.4 g/mol. For the LUMO energy, the calculation gives -0.04790 Eh. For the max |F|, the calculation gives 0.1577 hartree/bohr. As for the SMILES: O=C=Nc1c(CCO)c(CCCCl)c(CP(=O)(O)O)c2nsnc12.CC(C)=O.CC(C)=O.CC(C)=O.CC(C)=O.CC(C)=O.CC(C)=O.CC(C)=O.CC(C)=O.